Below is the molecule C3H7N3 at a distorted geometry, with properties calculated with the ωB97M-V functional and the def2-TZVPD basis.

XYZ file:
```
13
C3H7N3, DFT the ωB97M-V functional and the def2-TZVPD basis
H 0.58 -2.54 -1.83
N 0.16 -2.12 -1.01
C 0.09 -0.85 -1.18
N -0.33 0.02 -0.13
C -0.28 -0.52 1.29
C -0.15 1.40 -0.26
N 0.12 2.07 0.91
H 0.31 3.09 0.78
H 0.36 -0.27 -2.09
H -0.84 -1.62 1.25
H 0.86 -0.61 1.70
H -0.96 0.21 1.93
H 0.09 1.74 -1.36
```

Its charge is 0. Its highest occupied orbital energy is -9.0095 eV. The SMILES is [H]/N=C/N(C)/C=N/[H]. For the relative energy (zero: lowest compared OMol25 entry of this formula, charge and spin), the calculation gives 182.2 kJ/mol.